Molecular formula: C57H43IN10O7Pb
Method: DFT, ωB97M-V/def2-TZVPD

The geometry in XYZ format:
```
119
Properties=species:S:1:pos:R:3:forces:R:3:lowdin_charge:R:1
Pb 1.2236 1.3995 -0.2872 0.2 -0.2 0.3 1.54
I 3.1946 3.7650 -2.8471 -0.1 -0.2 -0.3 0.99
O -0.4272 3.2451 0.8767 0.1 -0.1 0.2 -0.20
O -5.8011 -10.1545 0.4494 -0.3 -0.5 0.2 -0.09
O 3.7121 1.5441 -0.0572 0.5 -0.1 0.0 -0.30
O 1.0214 5.6371 3.9033 0.6 0.3 0.6 0.04
O 1.1582 -0.9422 3.0393 0.4 0.1 0.0 -0.09
O -3.5447 4.3452 -4.6070 0.1 -0.2 0.1 -0.07
O -0.2600 0.5346 -2.1659 0.0 -0.2 0.1 -0.21
N 4.4750 0.1356 -3.9148 -0.2 0.1 -0.9 0.08
N 1.4533 2.1123 2.4192 0.3 -0.2 0.2 -0.02
N -3.4413 -0.2314 -3.5662 -0.2 0.3 -0.2 0.09
N -0.0039 3.3351 -2.1593 -0.6 0.7 0.2 0.04
N -0.7851 0.0278 0.9969 0.2 -0.4 -0.4 0.09
N 0.8624 3.3105 2.8126 0.1 0.2 -0.1 0.02
N 1.3929 -1.3224 0.1001 1.0 -0.1 -0.3 0.09
N -3.0439 -4.3258 1.1931 0.8 -0.6 -0.5 0.18
N 2.7801 0.1218 -2.5249 0.2 0.1 0.8 0.07
N -1.3994 -5.4080 0.1198 0.4 0.4 0.3 0.19
C 2.3061 -0.0180 -3.7906 0.1 0.0 -0.4 -0.16
C 2.2439 6.2174 -1.4951 0.2 0.6 0.1 -0.19
C 2.4210 -0.8052 3.0452 -0.5 0.0 -0.4 -0.44
C 2.4983 -1.9824 -0.2021 -0.1 0.2 -0.1 -0.11
C -2.2486 -0.3594 -3.0658 0.5 0.1 0.0 -0.26
C 5.1180 0.3855 -1.5767 0.3 -0.1 -0.1 -0.13
C 4.0930 0.2242 -2.6081 0.1 -0.2 -0.1 -0.34
C 6.3949 -0.1414 -1.8149 -0.1 -0.6 -0.3 -0.09
C -1.9624 2.0620 -2.8770 0.4 0.2 0.5 -0.07
C -2.8513 0.0476 2.1425 -0.7 -0.6 0.6 -0.04
C 7.4816 0.0759 -0.9929 -0.1 0.2 0.1 -0.14
C 3.2931 -1.9350 2.9635 0.1 -0.3 0.1 -0.07
C 3.1175 0.4523 3.1131 -0.3 0.7 0.4 -0.16
C -2.5862 -5.5210 0.6491 -0.8 0.4 0.2 -0.28
C -0.7590 5.0031 2.4443 0.2 0.4 0.3 -0.07
C -1.6602 -1.7298 -2.9679 -0.1 0.0 0.3 -0.02
C -0.8158 7.1054 3.6743 0.0 0.0 0.1 -0.04
C -0.0598 3.7493 1.9849 -0.2 0.0 -0.3 -0.48
C -7.0909 -10.2060 1.0345 0.2 -0.5 -0.1 -0.09
C 4.8822 1.1241 -0.3902 -0.9 0.4 0.1 -0.42
C -2.9928 -7.9093 0.0720 -0.2 -0.1 0.1 -0.02
C 2.5484 -3.3747 -0.4029 1.1 0.0 -0.5 -0.04
C -2.0464 7.4257 3.1029 0.2 -0.5 -0.2 -0.12
C 0.2799 -2.0255 0.3007 -0.5 0.1 0.2 -0.18
C 4.6583 -1.8540 3.1172 0.0 0.1 0.3 -0.14
C -2.0036 -2.0252 1.2655 -0.2 0.9 0.5 -0.07
C -1.9957 5.3338 1.8991 0.2 -0.5 0.1 -0.07
C 3.3340 0.0006 -4.6925 -0.3 0.0 0.8 -0.11
C -3.8005 -9.0281 0.0425 -0.3 -0.3 0.0 0.00
C 7.2892 0.9287 0.1113 -0.4 0.0 -0.3 -0.11
C -0.8654 -1.3081 0.8397 -0.5 0.3 0.4 -0.14
C -2.0396 -3.4104 0.9669 -0.3 0.0 0.0 -0.14
C 1.7822 4.9940 -1.9484 -0.1 0.0 0.1 -0.65
C -2.6433 6.5185 2.2149 0.2 0.2 0.0 -0.13
C 4.4905 0.5126 3.3313 -0.3 -1.0 -0.1 -0.10
C -3.2774 2.1755 -3.3881 0.1 -0.8 -0.4 -0.18
C -1.0230 -4.0771 0.3325 -1.0 -0.6 0.3 -0.16
C 2.3867 1.7308 3.2053 0.1 0.0 0.2 -0.10
C -2.9957 -1.3093 1.9809 0.1 -0.4 -0.7 0.00
C -3.9783 3.4873 -3.5385 -0.5 0.2 -0.4 -0.23
C -1.7438 0.6862 1.6164 0.9 -0.1 -0.5 -0.09
C -1.3995 0.7673 -2.6524 -0.5 -0.1 -0.3 -0.32
C 1.3818 -4.0690 -0.3116 -0.8 -0.9 -0.2 -0.01
C -3.9377 1.0195 -3.7342 -0.7 0.2 0.2 -0.14
C -0.3774 5.4796 -0.9965 0.1 0.2 0.2 -0.04
C 0.4461 4.6126 -1.7436 0.1 0.0 0.1 -0.34
C 1.4088 7.0506 -0.7797 -0.7 0.7 0.2 -0.11
C -5.5440 -7.8418 1.1610 -0.5 -0.5 0.1 -0.03
C 0.2001 -3.4007 0.0720 1.1 -0.3 -0.2 -0.09
C 0.0933 6.6974 -0.4935 -0.1 -0.9 -0.4 -0.07
C -3.4386 -6.7225 0.6593 -0.2 -0.3 0.2 -0.14
C -4.7168 -6.7479 1.2318 0.9 0.7 -0.5 -0.03
C -1.2412 3.2673 -2.5247 0.6 -0.2 -0.3 -0.08
C -5.0970 -9.0098 0.5767 1.0 0.4 -0.4 -0.30
C 6.0348 1.4335 0.3867 0.3 -0.2 0.0 -0.03
C 5.2821 -0.6269 3.3535 0.3 0.4 0.0 -0.15
C -0.1579 5.9007 3.3710 -0.9 -0.2 -0.9 -0.30
H 5.2634 -2.7529 3.1341 0.0 -0.2 -0.1 0.08
H -3.9221 4.0254 -2.6040 -0.1 0.3 0.4 0.11
H 2.6697 2.4084 4.0476 -0.2 -0.3 -0.5 0.13
H -0.5562 7.3050 0.1404 0.2 -0.1 -0.2 0.10
H -1.1259 -1.8383 -2.0240 0.0 -0.1 0.0 0.06
H 6.3549 -0.5374 3.5428 -0.3 -0.2 -0.2 0.08
H -5.0375 3.3147 -3.7542 0.2 -0.1 0.1 0.11
H -7.7176 -9.4402 0.5862 -0.3 0.0 0.1 0.09
H 3.2593 6.5856 -1.6716 -0.3 -0.5 -0.1 0.09
H 1.7529 8.0318 -0.4829 0.2 0.0 0.2 0.09
H -0.3203 7.7875 4.3637 -0.1 -0.1 -0.1 0.10
H -2.4340 4.5863 1.2230 0.2 0.5 0.2 0.11
H -7.4674 -11.2120 0.7956 0.0 0.5 0.1 0.09
H -4.9762 1.0615 -4.0868 0.4 0.1 0.0 0.10
H -1.5585 1.7478 1.6355 -0.3 0.2 0.2 0.09
H -3.5868 0.5876 2.7177 -0.1 0.2 -0.1 0.10
H -3.4771 -9.9684 -0.3978 0.1 0.2 0.0 0.12
H 3.5283 -3.8453 -0.6895 -1.2 0.5 0.4 0.12
H 5.4097 0.2616 -4.2734 -0.2 0.0 0.3 0.14
H 1.2772 4.6999 3.6321 -0.3 -0.2 -0.1 0.07
H -1.3699 5.1301 -0.7188 0.3 0.1 -0.1 0.09
H 8.1256 1.2117 0.7378 0.0 -0.1 0.1 0.09
H 8.4321 -0.4080 -1.2057 -0.1 0.2 0.1 0.08
H 3.3912 -1.3918 -0.3426 0.1 0.1 0.1 0.10
H 3.3058 0.0007 -5.7617 0.3 -0.1 -0.2 0.09
H -6.5447 -7.7768 1.5504 -0.2 0.1 0.2 0.10
H -3.9783 -4.1279 1.4952 0.0 0.0 0.1 0.13
H -5.1083 -5.8634 1.6932 -0.2 0.3 0.2 0.10
H -1.8159 4.2013 -2.6520 0.2 -0.1 0.2 0.11
H -2.5296 8.3722 3.3432 0.1 -0.2 -0.1 0.09
H -7.0618 -10.0949 2.1286 0.1 0.1 -0.2 0.10
H -2.6497 4.6334 -4.4053 0.1 0.0 -0.1 0.06
H 6.4957 -0.8416 -2.6495 0.1 0.2 0.1 0.10
H 5.8556 2.0608 1.2416 0.1 0.2 0.2 0.10
H -0.9380 -1.8637 -3.7633 0.4 -0.1 -0.2 0.08
H 2.7919 -2.8848 2.8330 0.0 -0.2 0.0 0.09
H 4.9399 1.4690 3.4614 0.3 0.7 0.1 0.09
H -3.5672 6.7360 1.7027 -0.3 0.2 0.2 0.08
H -2.4212 -2.4975 -3.0833 -0.1 0.0 0.1 0.07
H 1.2455 -0.1079 -3.9498 0.0 0.0 -0.1 0.09
H -1.9977 -7.9510 -0.3355 0.2 0.1 -0.2 0.11
H 1.2783 -5.1446 -0.5342 0.3 0.6 0.2 0.12
H -3.8984 -1.8300 2.3248 0.4 0.2 0.0 0.11
```
Forces are in eV/Å.

Output
M: 1314.1 g/mol
E: -102392.967 eV
total charge: -2
HOMO-LUMO gap: 4.29 eV
E_HOMO: -1.42 eV